{
  "formula": "C57H47KN4O4Te",
  "method": "ωB97M-V/def2-TZVPD",
  "species": ["K", "C", "O", "C", "C", "C", "C", "C", "C", "C", "C", "C", "C", "C", "N", "C", "C", "C", "C", "C", "C", "C", "C", "C", "C", "O", "C", "C", "C", "C", "N", "C", "C", "C", "C", "C", "C", "O", "C", "C", "C", "C", "C", "C", "C", "N", "C", "C", "N", "C", "C", "C", "C", "O", "C", "C", "C", "H", "H", "H", "H", "H", "H", "H", "H", "H", "H", "H", "H", "H", "H", "H", "H", "H", "H", "H", "H", "H", "H", "H", "H", "H", "H", "H", "H", "H", "H", "H", "H", "H", "H", "H", "H", "C", "C", "C", "C", "C", "C", "Te", "C", "C", "C", "H", "H", "H", "H", "H", "H", "H", "H", "H", "H", "H"],
  "positions_angstrom": [[0.609711, -2.912608, -2.281292], [-1.042871, 6.324427, -5.756693], [-0.960831, 5.191659, -6.575966], [-0.702060, 3.984590, -5.944801], [-0.611008, 3.820972, -4.570398], [-0.347311, 2.568186, -4.050269], [-0.170707, 1.456320, -4.864742], [-0.262438, 1.633801, -6.238561], [-0.518069, 2.883760, -6.773420], [0.080344, 0.161982, -4.185108], [-1.079100, -0.549038, -3.824936], [-2.414171, -0.182173, -4.221911], [-3.256158, -0.945379, -3.472869], [-2.422882, -1.768952, -2.633365], [-1.128082, -1.551177, -2.925708], [-2.912532, -2.526952, -1.546717], [-2.196382, -3.290219, -0.618634], [-2.785557, -3.766362, 0.616486], [-1.766891, -4.229956, 1.374564], [-0.555865, -4.023304, 0.604295], [0.724909, -4.107382, 1.167749], [0.747976, -4.248392, 2.652004], [0.825241, -5.402999, 3.419979], [0.805328, -5.334311, 4.806151], [0.685654, -4.110538, 5.454003], [0.640209, -4.126048, 6.840945], [0.472229, -2.886025, 7.475952], [0.623350, -2.949221, 4.697690], [0.662630, -3.033944, 3.323103], [1.922306, -3.560206, 0.653288], [2.050615, -2.861989, -0.489589], [3.268103, -2.281576, -0.478269], [3.718756, -1.290946, -1.369499], [4.968296, -0.601059, -0.964581], [6.241651, -1.022485, -1.324458], [7.361016, -0.320834, -0.916070], [7.232665, 0.815796, -0.126224], [8.414655, 1.443988, 0.235809], [8.301260, 2.659808, 0.920784], [5.966337, 1.248989, 0.238437], [4.854508, 0.539717, -0.179546], [3.023489, -0.689110, -2.427416], [3.519734, 0.435149, -3.194596], [2.496597, 0.845917, -3.983876], [1.380074, -0.029923, -3.698310], [1.763474, -0.971937, -2.814006], [3.999619, -2.708441, 0.687277], [3.158324, -3.511901, 1.393754], [-0.869692, -3.545168, -0.617770], [-4.245196, -2.049841, -1.081350], [-4.212610, -0.877206, -0.331517], [-5.359239, -0.297679, 0.172243], [-6.589397, -0.892850, -0.071180], [-7.800200, -0.398066, 0.389773], [-7.756935, 0.790515, 1.131840], [-6.641848, -2.058778, -0.826166], [-5.481918, -2.634528, -1.320136], [-1.156368, 7.170620, -6.435200], [-0.130060, 6.452420, -5.162330], [-1.906178, 6.279681, -5.079826], [-0.755078, 4.644931, -3.888449], [-0.273429, 2.436338, -2.982896], [-0.125624, 0.788568, -6.897439], [-0.589972, 3.032789, -7.840459], [-2.673195, 0.554122, -4.964992], [-4.333771, -0.953765, -3.493078], [-3.835645, -3.721344, 0.853297], [-1.807363, -4.647423, 2.367014], [0.907460, -6.369405, 2.942647], [0.871642, -6.228170, 5.411482], [0.480162, -3.090238, 8.548411], [-0.482291, -2.418083, 7.201752], [1.289003, -2.194599, 7.232817], [0.531442, -1.979309, 5.157517], [0.616805, -2.142093, 2.721036], [6.356460, -1.902151, -1.940732], [8.354552, -0.640147, -1.192882], [9.320218, 3.034741, 1.023684], [7.856907, 2.531748, 1.916743], [7.701755, 3.381715, 0.353075], [5.824057, 2.124267, 0.854223], [3.866722, 0.873481, 0.098717], [4.514508, 0.847409, -3.130890], [2.486456, 1.659156, -4.692944], [5.009179, -2.427620, 0.938013], [3.359821, -4.021166, 2.322168], [-3.251852, -0.417367, -0.143187], [-5.270152, 0.606205, 0.754933], [-8.793143, 1.026149, 1.380086], [-7.326081, 1.615235, 0.551043], [-7.180491, 0.673927, 2.057992], [-7.607780, -2.507120, -1.011324], [-5.549207, -3.543596, -1.902489], [-1.756579, 4.865777, 4.497917], [-1.427705, 3.776519, 3.514429], [-1.113903, 2.501776, 3.959752], [-0.783493, 1.490786, 3.080930], [-0.439220, 0.149258, 3.634244], [-0.748618, 1.701988, 1.691891], [-0.185629, 0.123887, 0.395787], [-1.088459, 2.990099, 1.246040], [-1.103547, 3.312477, -0.219303], [-1.414790, 3.995199, 2.142114], [-1.696765, 4.480558, 5.516461], [-2.765142, 5.253638, 4.336989], [-1.056828, 5.699782, 4.406778], [-1.122531, 2.292623, 5.026227], [-0.554722, 0.134259, 4.719004], [0.593470, -0.090543, 3.378230], [-1.082064, -0.611171, 3.190163], [-0.850102, 2.415347, -0.782789], [-0.377230, 4.093430, -0.451210], [-2.091916, 3.655529, -0.528655], [-1.662806, 4.982804, 1.761288]],
  "atomic_forces_ev_per_a": [[0.7, -2.7, -2.3], [0.0, 0.2, 0.1], [0.1, -0.6, 0.0], [0.0, 0.1, -0.2], [-0.1, 0.3, -0.1], [0.1, -0.1, -0.1], [0.0, 0.3, -0.1], [0.0, 0.0, 0.1], [-0.1, 0.3, -0.1], [-0.3, -0.3, 0.1], [0.4, 0.0, -0.1], [-0.6, -0.1, 0.0], [-0.1, 0.4, -0.5], [0.3, -0.2, 0.0], [-1.0, 0.8, -0.1], [0.0, 0.0, -0.1], [0.1, -0.1, -0.1], [-0.1, -0.2, 0.3], [-0.4, -0.1, 0.1], [0.0, -0.1, -0.2], [0.2, 0.1, -0.1], [0.0, 0.0, 0.4], [0.0, 0.1, -0.1], [-0.1, 0.0, 0.3], [0.0, 0.0, 0.2], [0.1, -0.3, -0.5], [0.0, 0.2, 0.1], [0.0, 0.0, 0.4], [0.0, -0.1, -0.1], [-0.2, -0.1, -0.3], [0.6, 0.1, 1.1], [0.0, 0.2, -0.4], [-0.1, -0.3, 0.3], [0.2, 0.2, 0.0], [0.0, 0.1, 0.0], [0.2, 0.1, 0.2], [0.2, 0.0, -0.1], [-0.3, -0.4, -0.2], [0.0, 0.2, 0.1], [0.2, 0.2, 0.2], [0.0, -0.1, -0.1], [-0.3, 0.0, -0.4], [0.1, 0.2, -0.2], [0.2, 0.2, -0.1], [0.3, -0.2, 0.1], [0.5, 1.1, 0.0], [0.1, -0.4, 0.5], [0.7, 0.2, 0.0], [-0.8, -0.1, 1.0], [-0.3, 0.1, 0.2], [0.0, -0.1, -0.1], [-0.3, 0.1, 0.2], [-0.2, 0.0, 0.0], [0.3, -0.4, -0.3], [0.0, 0.2, 0.1], [-0.3, 0.1, 0.1], [0.1, 0.0, 0.0], [0.0, 0.0, 0.1], [-0.1, 0.0, 0.0], [0.1, 0.0, 0.0], [0.0, 0.1, 0.0], [0.0, 0.0, 0.2], [0.0, -0.1, 0.0], [0.0, 0.0, -0.1], [-0.1, 0.1, 0.0], [-0.1, 0.1, 0.0], [0.0, 0.0, 0.1], [-0.1, 0.1, 0.1], [0.0, -0.1, -0.1], [0.0, -0.1, 0.0], [0.0, 0.0, -0.1], [0.1, 0.0, 0.0], [-0.1, 0.0, 0.1], [0.0, 0.1, 0.0], [-0.1, 0.3, -0.1], [0.0, -0.1, -0.1], [0.1, -0.1, -0.1], [-0.1, 0.1, 0.1], [0.0, 0.0, -0.1], [0.0, 0.0, 0.1], [0.0, 0.1, 0.0], [-0.2, 0.0, 0.1], [0.0, 0.1, 0.0], [0.1, 0.1, 0.0], [0.1, 0.0, 0.1], [0.0, 0.1, 0.1], [0.2, 0.1, 0.1], [0.0, 0.1, 0.0], [0.1, 0.0, 0.0], [0.0, 0.0, 0.1], [0.0, 0.0, -0.1], [-0.1, 0.0, 0.0], [0.0, -0.1, 0.0], [0.0, 0.0, -0.1], [0.0, 0.0, 0.0], [-0.1, 0.4, 0.1], [0.1, -0.3, -0.1], [0.0, 0.0, 0.2], [0.0, 0.1, 0.1], [0.1, -0.1, -0.1], [0.0, -0.1, -0.3], [0.0, 0.0, -0.1], [-0.1, 0.1, 0.4], [0.0, 0.1, 0.0], [0.0, 0.1, 0.0], [0.0, 0.1, 0.0], [0.0, 0.0, 0.0], [0.0, 0.0, 0.2], [0.0, -0.2, 0.0], [0.1, -0.1, 0.0], [0.0, 0.1, -0.1], [0.1, 0.1, -0.1], [-0.1, 0.1, -0.1], [0.0, 0.0, 0.0]],
  "lowdin_charge": [0.773, -0.122, -0.108, -0.277, -0.012, 0.005, -0.225, -0.027, -0.021, -0.071, -0.261, -0.011, -0.016, -0.266, -0.004, -0.075, -0.268, -0.008, -0.008, -0.264, -0.071, -0.227, -0.032, -0.025, -0.273, -0.108, -0.118, -0.006, -0.011, -0.269, -0.005, -0.262, -0.074, -0.232, -0.027, -0.020, -0.279, -0.109, -0.122, -0.017, -0.001, -0.260, -0.017, -0.017, -0.261, 0.003, -0.010, -0.017, -0.001, -0.232, -0.004, -0.007, -0.277, -0.110, -0.121, -0.026, -0.036, 0.083, 0.092, 0.093, 0.099, 0.116, 0.115, 0.106, 0.097, 0.099, 0.100, 0.100, 0.110, 0.104, 0.083, 0.095, 0.092, 0.082, 0.079, 0.116, 0.106, 0.083, 0.092, 0.092, 0.099, 0.126, 0.098, 0.098, 0.097, 0.100, 0.075, 0.103, 0.083, 0.092, 0.093, 0.104, 0.111, -0.083, -0.308, -0.053, -0.346, -0.159, -0.573, 0.817, -0.338, -0.125, -0.052, 0.060, 0.065, 0.066, 0.098, 0.060, 0.053, 0.052, -0.052, 0.074, 0.074, 0.107],
  "largest_force_ev_per_a": 3.60,
  "relative_energy_kcal_mol": 8.52,
  "charge": -2,
  "lumo_ha": 0.140,
  "homo_ev": -0.759,
  "gap_ha": 0.1677
}